Density functional theory data (ωB97M-V with the def2-TZVPD basis set) for 2 unconnected molecules or ions with the total composition C24H40O6S at a distorted geometry.

The value obtained for the electronic energy is -48655.8681 eV. The charge is -2.

Cartesian coordinates (Å):
1 C -1.6367 2.2613 2.4451
2 C -2.9513 3.0465 2.4414
3 C -3.9736 2.5371 1.4098
4 C -4.2222 1.0147 1.4280
5 C -3.3410 0.1996 0.4634
6 C -3.9963 0.0964 -0.9367
7 C -2.9841 0.0192 -2.0908
8 C -2.2210 -1.3173 -2.2185
9 C -3.0842 -2.5487 -1.9244
10 C -2.4633 -3.8764 -2.3813
11 C -1.1453 -4.3142 -1.7103
12 C -1.0180 -4.0564 -0.1889
13 C 0.2775 -3.2811 0.1286
14 C 0.2359 -2.5015 1.4625
15 C 0.4879 -1.0047 1.2571
16 C 1.9748 -0.6620 1.0430
17 C 2.1528 0.7637 0.5134
18 C 3.6548 1.1335 0.4208
19 C 4.1213 1.4993 -0.9622
20 C 4.7426 0.5699 -1.7823
21 C 5.2669 0.8738 -3.1490
22 O 5.9092 0.0201 -3.8360
23 C 5.0263 2.2520 -3.6959
24 C 4.4095 3.1929 -2.9023
25 C 3.9573 2.9087 -1.4890
26 O 3.4637 3.8255 -0.8123
27 H -1.7944 1.2055 2.6785
28 H -1.1394 2.3283 1.4712
29 H -0.9228 2.6567 3.1743
30 H -2.6905 4.0763 2.1705
31 H -3.3617 3.0312 3.4552
32 H -3.6387 2.8088 0.3993
33 H -4.9146 3.0623 1.6141
34 H -4.0049 0.6570 2.4443
35 H -5.2788 0.7877 1.2451
36 H -2.3444 0.6241 0.3411
37 H -3.2596 -0.8178 0.8683
38 H -4.5642 1.0297 -1.0656
39 H -4.7281 -0.7148 -0.9785
40 H -3.4612 0.2790 -3.0417
41 H -2.2394 0.8015 -1.8968
42 H -1.3126 -1.3477 -1.6057
43 H -1.8754 -1.4081 -3.2576
44 H -4.0139 -2.4382 -2.5049
45 H -3.4044 -2.5714 -0.8769
46 H -2.2333 -3.7479 -3.4496
47 H -3.2220 -4.6674 -2.3434
48 H -1.0777 -5.3999 -1.8612
49 H -0.2701 -3.9022 -2.2228
50 H -0.9173 -5.0277 0.3115
51 H -1.8988 -3.5804 0.2453
52 H 0.5317 -2.6064 -0.6975
53 H 1.1097 -3.9934 0.1901
54 H 0.9634 -2.9056 2.1714
55 H -0.7557 -2.6184 1.9213
56 H -0.1021 -0.5988 0.4263
57 H 0.1813 -0.4878 2.1744
58 H 2.4730 -1.4045 0.4032
59 H 2.4474 -0.7026 2.0322
60 H 1.7414 1.4169 1.2910
61 H 1.5948 0.9285 -0.4162
62 H 4.2525 0.2923 0.7794
63 H 3.8079 1.9758 1.1001
64 H 4.8890 -0.4549 -1.4411
65 H 5.3346 2.4362 -4.7206
66 H 4.2083 4.1850 -3.3044
67 O 4.6192 2.1564 5.3013
68 S 4.6544 2.8375 3.9784
69 O 5.6147 2.1325 3.0725
70 O 5.0691 4.2556 4.1444
71 O 3.2899 2.7795 3.3463